No. 1
Computed, not measured: a single C21H20N2O6 molecule at a distorted geometry, with the ωB97M-V functional and the def2-TZVPD basis.

Geometry as XYZ:
```
49
Properties=species:S:1:pos:R:3:forces:R:3
C 6.542 -2.498 2.501 0.1 -0.2 0.1
H 7.194 -2.918 1.728 0.0 0.0 0.0
O 6.023 -1.250 2.117 -0.1 0.2 -0.1
C 5.245 -1.188 0.995 -0.1 0.2 -0.1
C 4.768 0.075 0.650 0.2 -0.3 0.2
C 3.976 0.261 -0.464 -0.1 -0.1 -0.2
C 3.643 -0.828 -1.264 0.2 -0.2 0.1
C 4.111 -2.090 -0.920 -0.2 0.3 -0.2
C 4.904 -2.275 0.197 0.2 0.0 0.2
H 5.249 -3.270 0.430 0.0 -0.1 0.0
H 3.845 -2.928 -1.544 0.0 -0.1 -0.1
O 2.859 -0.764 -2.392 -0.1 -0.2 0.0
C 2.510 0.510 -2.879 0.1 0.3 -0.1
C 1.510 1.267 -1.994 0.2 -0.2 -0.4
O 1.428 2.473 -2.005 0.0 0.1 -0.1
N 0.739 0.432 -1.258 -0.2 -0.4 0.2
C -0.219 0.851 -0.319 0.0 0.5 0.3
C -1.493 0.314 -0.361 0.1 0.0 0.0
C -2.465 0.735 0.541 0.5 0.1 0.0
C -2.137 1.711 1.476 -0.1 -0.2 -0.2
C -0.857 2.231 1.537 0.3 0.1 -0.1
C 0.131 1.799 0.659 -0.1 -0.2 -0.1
O 1.429 2.185 0.694 -0.2 -0.3 -0.1
C 1.808 3.203 1.585 0.0 0.1 0.1
H 2.866 3.379 1.396 -0.1 0.0 0.1
H 1.674 2.896 2.628 0.0 0.0 0.0
H 1.252 4.127 1.399 0.0 0.0 0.0
H -0.634 2.972 2.288 0.1 0.1 0.1
H -2.885 2.063 2.171 -0.1 0.0 0.1
N -3.766 0.229 0.535 -0.4 0.1 0.2
C -4.297 -0.757 -0.242 0.1 0.3 0.3
O -3.696 -1.395 -1.085 -0.1 -0.1 0.0
C -5.722 -0.996 0.040 -0.6 -0.9 -0.7
C -6.584 -1.893 -0.537 0.7 0.5 0.3
C -7.831 -1.706 0.096 0.0 0.4 0.4
C -7.642 -0.713 1.010 -0.6 -0.5 -0.3
O -6.376 -0.276 0.988 0.4 0.3 0.1
H -8.308 -0.248 1.710 0.0 0.1 0.1
H -8.741 -2.234 -0.100 -0.2 -0.1 0.0
H -6.339 -2.587 -1.313 0.1 -0.1 -0.2
H -4.394 0.657 1.203 0.0 -0.1 -0.2
H -1.740 -0.427 -1.104 0.0 0.0 -0.1
H 0.789 -0.556 -1.468 0.1 0.1 0.1
H 2.040 0.330 -3.852 0.1 0.1 0.1
H 3.392 1.143 -3.033 -0.1 0.0 0.1
H 3.611 1.250 -0.686 0.0 0.1 0.0
H 5.032 0.910 1.279 0.0 0.1 0.1
H 7.127 -2.310 3.400 0.0 -0.1 -0.1
H 5.746 -3.213 2.732 0.0 0.0 0.0
```
Positions in Å, forces in eV/Å.

Properties
**DFT total energy**: -37366.056 eV
**E_LUMO**: 0.65 eV
**Net charge**: 0
**Gap between HOMO and LUMO**: 8.515 eV
**Energy above the lowest of the compared OMol25 structures with the same formula, charge and spin**: 3.840 eV

Per-atom Löwdin charges, elementary charge units: -0.097, 0.095, -0.091, -0.280, 0.010, -0.003, -0.267, -0.001, -0.020, 0.103, 0.119, -0.060, -0.098, -0.476, 0.095, 0.158, -0.135, 0.069, -0.216, -0.021, -0.008, -0.210, -0.093, -0.070, 0.094, 0.096, 0.101, 0.105, 0.112, 0.142, -0.403, 0.081, -0.184, 0.013, -0.048, -0.105, 0.041, 0.123, 0.104, 0.120, 0.141, 0.111, 0.160, 0.142, 0.141, 0.107, 0.119, 0.092, 0.094


No. 2
Computed, not measured: a single C21H20N4O3 molecule at a distorted geometry, with the ωB97M-V functional and the def2-TZVPD basis.

Geometry as XYZ:
```
48
Properties=species:S:1:pos:R:3:forces:R:3
O 3.065 -0.684 0.596 -0.9 1.1 0.5
O -1.410 -0.992 -3.342 -0.7 2.1 0.8
O 0.671 1.638 1.475 0.7 -0.8 -0.8
N 4.145 -3.194 4.206 -0.7 0.5 -0.5
C 2.106 -0.198 1.197 1.2 -2.9 -0.1
C -1.682 0.119 -2.816 2.6 -2.7 -0.8
C 1.313 0.971 0.650 -1.5 2.9 -0.7
C 1.658 -0.871 2.469 0.4 0.9 -0.3
C 0.428 -0.732 3.033 -0.4 -0.1 0.3
C 3.272 -3.614 5.160 0.9 0.1 -0.1
C 3.690 -2.288 3.301 0.4 -1.5 1.3
C -5.757 0.760 -1.557 0.4 0.4 -0.1
C -5.077 1.756 -2.293 -0.4 0.4 0.0
C -5.091 -0.420 -1.235 0.4 0.6 -0.4
C -3.742 1.576 -2.706 -0.8 -0.8 0.4
C -3.773 -0.611 -1.607 0.8 0.5 -1.2
C 1.998 -3.123 5.282 -0.9 -0.3 0.8
C -3.092 0.359 -2.406 -0.7 1.1 1.2
C 2.411 -1.787 3.350 -0.3 0.9 -1.6
C 1.563 -2.191 4.358 -0.6 0.4 0.1
N 0.359 -1.535 4.164 -1.5 0.4 0.5
N -0.624 1.013 -2.574 -1.1 -0.6 0.1
N 1.344 1.411 -0.700 0.9 -1.9 1.7
C -0.787 2.138 -1.622 0.3 -0.2 -0.6
C 0.577 2.582 -1.065 -0.6 -0.7 -0.7
C 3.131 0.683 -2.257 1.7 1.2 -0.3
C 0.752 0.691 -3.019 -0.3 0.7 0.5
C 1.733 0.500 -1.816 -1.5 -0.9 -0.1
H -0.388 -0.096 2.643 0.5 -0.7 0.7
H 3.598 -4.378 5.906 0.0 0.7 -0.9
H 4.291 -1.994 2.472 0.8 0.0 -0.2
H -6.776 0.857 -1.164 0.4 0.3 -0.5
H -5.567 2.723 -2.568 0.3 -1.1 0.4
H -5.599 -1.196 -0.704 -0.2 -0.3 0.4
H -3.284 2.378 -3.283 0.1 -0.4 0.1
H -3.260 -1.539 -1.362 0.0 0.2 -0.1
H 1.355 -3.493 6.077 0.1 0.1 -0.1
H -0.462 -1.565 4.797 1.1 -0.1 -0.8
H -1.202 2.981 -2.165 -0.4 0.3 0.1
H -1.467 1.818 -0.820 0.3 0.3 -0.2
H 0.422 3.263 -0.261 -0.1 0.0 1.0
H 1.111 3.194 -1.787 0.3 -0.3 -0.4
H 3.864 0.388 -1.495 -0.4 0.0 -0.1
H 3.364 0.129 -3.170 -0.2 -0.1 0.0
H 3.322 1.761 -2.479 -0.1 -0.6 0.1
H 0.770 -0.140 -3.718 -0.3 -0.4 0.5
H 1.116 1.506 -3.640 0.0 0.5 0.1
H 1.608 -0.554 -1.506 -0.1 0.6 0.3
```
Positions in Å, forces in eV/Å.

Properties
**DFT total energy**: -34204.370 eV
**E_LUMO**: -0.27 eV
**Net charge**: 0
**Gap between HOMO and LUMO**: 8.433 eV
**Energy above the lowest of the compared OMol25 structures with the same formula, charge and spin**: 1.987 eV

Per-atom Löwdin charges, elementary charge units: 0.090, 0.024, 0.047, 0.061, -0.210, -0.359, -0.289, -0.071, -0.014, -0.157, -0.059, -0.081, -0.075, -0.092, -0.040, -0.012, -0.024, -0.139, -0.113, -0.215, 0.096, -0.023, 0.013, -0.106, -0.122, -0.062, -0.082, -0.315, 0.140, 0.115, 0.103, 0.106, 0.113, 0.096, 0.112, 0.118, 0.109, 0.176, 0.110, 0.133, 0.114, 0.126, 0.077, 0.090, 0.097, 0.125, 0.118, 0.152


No. 3
Computed, not measured: a single C21H20N6O3 molecule at a distorted geometry, with the ωB97M-V functional and the def2-TZVPD basis.

Geometry as XYZ:
```
50
Properties=species:S:1:pos:R:3:forces:R:3
C 3.678 -1.285 0.199 0.3 0.1 -0.1
N 2.264 -1.509 0.448 0.2 0.1 -0.1
C 1.946 -1.821 1.765 -0.2 0.0 0.1
O 2.799 -1.854 2.624 0.3 0.0 0.2
N 0.627 -2.107 2.040 0.1 -0.1 0.1
C -0.299 -2.013 1.051 0.0 0.4 -1.4
C 0.041 -1.629 -0.239 0.0 -0.2 0.9
N -1.143 -1.642 -0.944 0.0 -0.4 0.3
C -2.091 -2.017 -0.063 0.1 -0.1 -0.1
N -1.624 -2.263 1.142 0.0 -0.2 0.6
H -3.126 -2.104 -0.329 -0.2 0.1 -0.2
C -1.371 -1.059 -2.244 -0.3 0.3 -0.5
H -2.070 -1.677 -2.811 0.1 0.1 0.1
H -0.423 -0.961 -2.771 -0.2 -0.1 0.1
C -2.046 0.292 -1.951 0.3 -0.4 -0.4
O -3.254 0.384 -1.933 -0.3 -0.1 0.0
N -1.223 1.284 -1.516 -0.1 0.5 0.2
C 0.150 1.359 -1.814 0.5 0.0 -0.2
N 0.491 1.048 -3.057 -0.5 0.2 -0.1
C 1.760 1.133 -3.404 0.4 0.1 0.0
C 2.758 1.558 -2.542 0.0 0.0 0.1
C 2.399 1.886 -1.245 -0.1 0.0 -0.2
C 1.073 1.786 -0.862 0.0 -0.1 0.0
H 0.764 2.010 0.146 0.0 0.0 0.1
H 3.144 2.204 -0.529 0.1 0.0 0.0
H 3.783 1.616 -2.871 0.1 0.0 -0.1
H 1.978 0.849 -4.425 0.1 0.0 -0.1
C -1.822 2.417 -0.810 -0.3 0.0 0.1
C -1.699 2.258 0.684 0.0 0.2 0.1
C -1.060 3.217 1.462 -0.1 0.0 -0.1
C -0.911 3.027 2.825 0.1 0.0 0.1
C -1.388 1.873 3.424 0.0 0.0 0.1
C -2.040 0.921 2.659 0.0 -0.1 0.0
C -2.203 1.119 1.300 0.0 0.1 0.0
H -2.731 0.385 0.712 0.0 -0.1 -0.1
H -2.426 0.021 3.113 0.0 -0.1 0.1
H -1.258 1.722 4.485 0.0 0.0 0.1
H -0.413 3.779 3.419 0.0 0.1 0.1
H -0.676 4.115 0.997 0.1 0.1 -0.1
H -1.341 3.339 -1.145 0.0 -0.1 0.0
H -2.878 2.437 -1.098 0.2 0.1 0.0
C 1.398 -1.432 -0.645 -0.2 -0.1 -0.1
O 1.806 -1.242 -1.776 -0.1 -0.2 0.0
C 0.233 -2.465 3.386 0.0 0.0 0.3
H -0.591 -3.171 3.326 0.0 0.0 0.0
H 1.092 -2.904 3.890 -0.1 0.0 0.0
H -0.089 -1.576 3.933 0.0 0.0 0.0
H 4.245 -2.186 0.434 0.0 0.1 0.0
H 4.037 -0.475 0.832 0.0 -0.1 0.0
H 3.790 -1.032 -0.852 0.0 0.0 0.1
```
Positions in Å, forces in eV/Å.

Properties
**DFT total energy**: -37186.976 eV
**E_LUMO**: 0.62 eV
**Net charge**: 0
**Gap between HOMO and LUMO**: 9.098 eV
**Energy above the lowest of the compared OMol25 structures with the same formula, charge and spin**: 0.000 eV

Per-atom Löwdin charges, elementary charge units: -0.006, 0.043, -0.442, 0.085, 0.016, -0.229, -0.060, 0.014, -0.128, 0.161, 0.143, -0.008, 0.141, 0.109, -0.417, 0.078, 0.032, -0.283, 0.133, -0.131, -0.063, -0.058, 0.010, 0.106, 0.112, 0.105, 0.113, -0.070, -0.214, -0.062, -0.081, -0.087, -0.076, -0.029, 0.099, 0.102, 0.101, 0.103, 0.114, 0.135, 0.133, -0.363, 0.064, -0.001, 0.089, 0.092, 0.092, 0.101, 0.096, 0.085


No. 4
Computed, not measured: a molecular structure, C21H21BrN5O2STi at a distorted geometry, with the ωB97M-V functional and the def2-TZVPD basis.

Geometry as XYZ:
```
52
Properties=species:S:1:pos:R:3:forces:R:3
Ti 0.445 0.728 0.657 -0.9 1.5 -3.3
C -4.201 -0.221 -3.564 -0.6 0.5 0.3
C -2.789 -0.468 -4.008 -0.2 0.2 0.3
C -2.024 0.608 -4.438 0.0 1.0 -0.7
C -0.729 0.390 -4.895 0.4 -0.1 0.4
C -0.173 -0.903 -4.901 0.3 0.4 -0.3
C -0.971 -1.994 -4.531 -0.2 1.4 0.1
C -2.243 -1.733 -4.009 -0.5 -1.1 -0.2
H -4.902 -0.124 -4.426 0.5 -0.1 0.6
H -4.162 0.751 -3.039 -0.5 -0.3 -0.2
H -4.623 -0.980 -2.872 0.4 0.3 -0.5
H -2.474 1.636 -4.512 0.5 -1.1 0.2
H -0.122 1.230 -5.241 -0.2 -0.3 0.1
H 0.893 -0.984 -5.220 -1.1 -0.3 0.1
H -0.657 -2.988 -4.734 0.4 -0.8 0.3
H -2.929 -2.531 -3.654 0.8 0.3 -0.4
C -0.285 -2.639 3.015 -1.5 0.0 0.6
C 0.163 -1.767 1.899 -3.9 1.4 -0.2
N -0.632 -0.918 1.249 -1.4 -2.2 2.5
N -1.965 -0.792 1.725 0.1 0.2 -0.6
C -2.645 0.290 1.263 1.9 2.0 -1.5
N -3.938 0.300 1.353 -1.6 0.1 -0.1
S -1.795 1.722 0.486 -1.3 -2.4 1.4
C 1.459 -1.743 1.393 4.9 0.0 -0.7
C 2.486 -2.525 1.967 -1.8 -0.8 0.0
C 3.691 -2.593 1.328 2.3 1.1 -1.9
C 3.927 -1.835 0.150 0.1 0.3 -0.3
C 2.971 -0.911 -0.253 -2.0 -0.5 2.3
N 1.771 -0.814 0.416 1.3 -2.3 0.1
H -0.312 -2.114 4.001 0.2 -0.1 -0.9
H -1.334 -3.042 2.885 1.2 0.4 -0.1
H 0.380 -3.467 3.129 0.2 -0.6 0.1
H -2.544 -1.602 2.002 1.0 0.3 -0.3
H -4.446 -0.499 1.712 -0.1 0.1 0.0
H -4.520 1.032 0.925 0.7 -0.3 0.4
H 2.243 -3.189 2.821 0.5 0.7 -0.6
H 4.585 -3.114 1.651 -0.5 -0.5 0.5
H 4.850 -1.809 -0.495 -0.9 -0.6 1.2
H 3.108 -0.191 -1.017 0.2 0.5 -0.7
Br 0.022 0.690 4.190 0.5 1.0 -0.4
C 1.033 2.098 3.322 0.9 -0.6 0.3
C 1.656 3.079 4.132 -0.4 -0.2 -1.9
C 2.349 4.092 3.468 -0.8 -0.4 0.2
C 2.561 3.973 2.093 0.1 -0.3 -1.1
C 1.992 2.931 1.330 0.2 0.5 4.0
N 1.207 1.942 2.000 1.8 3.3 0.9
C 2.142 2.845 -0.121 -1.3 -0.8 -2.4
O 2.729 3.614 -0.826 -0.2 -0.8 1.0
O 1.340 1.798 -0.602 1.1 0.8 1.0
H 1.573 3.027 5.190 -0.3 0.1 0.6
H 2.610 5.011 3.999 0.5 -0.5 -0.1
H 3.226 4.707 1.611 -0.7 -0.4 -0.1
```
Positions in Å, forces in eV/Å.

Properties
**DFT total energy**: -137642.657 eV
**Spin multiplicity**: 2
**E_LUMO (alpha / beta)**: -8.23 / -8.21 eV
**Net charge**: +2
**Gap between HOMO and LUMO (alpha / beta)**: 4.518 / 4.536 eV
**Energy above the lowest of the compared OMol25 structures with the same formula, charge and spin**: 1.355 eV

Per-atom Löwdin charges, elementary charge units: 0.838, -0.065, -0.325, -0.066, -0.091, -0.095, -0.082, -0.070, 0.101, 0.070, 0.077, 0.132, 0.106, 0.112, 0.090, 0.118, 0.010, -0.272, -0.045, 0.019, -0.676, 0.164, 0.700, -0.218, 0.047, 0.012, 0.027, -0.015, 0.008, 0.090, 0.120, 0.076, 0.172, 0.143, 0.154, 0.139, 0.135, 0.156, 0.123, 0.879, -0.603, -0.034, 0.015, 0.059, -0.109, -0.074, -0.468, 0.198, -0.188, 0.111, 0.143, 0.153